C4H3N5S2 in the gas phase at a distorted geometry, computed with the ωB97M-V functional and the def2-TZVPD basis.

Atoms and positions in Å:
C: -0.098 1.363 0.081
C: -1.814 -0.164 -0.050
C: 0.472 -0.961 0.070
C: 0.907 0.319 0.003
H: 1.105 3.221 -0.448
H: -0.667 3.251 -0.286
H: -1.180 -2.184 -0.199
N: 0.253 2.685 0.318
N: -1.347 1.118 -0.065
N: -0.819 -1.205 0.088
N: 1.503 -1.868 0.178
N: 2.644 -1.500 0.029
S: -3.370 -0.502 -0.058
S: 2.639 0.361 -0.163

HOMO energy   -8.54 eV
Energy above the lowest of the compared OMol25 structures with the same formula, charge and spin   60.1 kcal per mole
Energy   -33314.5598 eV
SMILES string   Nc1nc(=S)[nH]c2nnsc12